Record 1
{"formula": "C43H65F17O3PSi", "method": "ωB97M-V with the def2-TZVPD basis set", "homo_ha": -0.365, "e_lumo_ev": -1.97, "charge": 1, "spin_multiplicity": 1, "species": ["C", "Si", "C", "C", "C", "C", "C", "C", "C", "C", "C", "C", "O", "C", "O", "O", "C", "C", "F", "F", "C", "F", "F", "C", "F", "F", "C", "F", "F", "C", "F", "F", "C", "F", "F", "C", "F", "F", "C", "F", "F", "F", "C", "C", "C", "C", "C", "C", "H", "H", "H", "H", "H", "H", "H", "H", "H", "H", "H", "H", "H", "H", "H", "H", "H", "H", "H", "H", "H", "H", "H", "H", "H", "H", "H", "H", "H", "C", "C", "C", "C", "P", "C", "C", "C", "C", "C", "C", "C", "C", "C", "C", "C", "C", "H", "H", "H", "H", "H", "H", "H", "H", "H", "H", "H", "H", "H", "H", "H", "H", "H", "H", "H", "H", "H", "H", "H", "H", "H", "H", "H", "H", "H", "H", "H", "H", "H", "H", "H", "H"], "coordinates": [[11.4788, 2.9722, 0.6619], [11.9963, 1.8460, -0.7682], [13.3711, 0.7333, -0.1236], [10.5133, 0.8257, -1.2947], [9.3252, 1.6376, -1.8782], [8.0105, 1.4314, -1.1149], [7.0965, 0.3833, -1.7300], [5.7815, 0.2618, -0.9550], [4.6377, -0.3749, -1.7701], [3.4746, 0.5918, -2.0784], [2.0710, -0.0609, -1.9980], [1.1848, 0.6202, -0.9649], [1.2549, -0.2202, 0.2643], [0.3352, -1.1701, 0.1600], [0.2120, -2.1149, 0.8476], [-0.5021, -0.8968, -0.9029], [-0.3223, 0.5004, -1.1114], [-0.8933, 1.0465, -2.4097], [-0.6909, 0.1673, -3.4041], [-0.2367, 2.1808, -2.7067], [-2.4142, 1.3105, -2.3083], [-2.9628, 0.0815, -2.1988], [-2.6933, 1.9711, -1.1718], [-3.1116, 2.0040, -3.5118], [-2.5914, 1.4746, -4.6272], [-4.4114, 1.6880, -3.4689], [-3.0076, 3.5537, -3.6674], [-3.7771, 3.8139, -4.7375], [-1.7617, 3.9143, -3.9666], [-3.5635, 4.4384, -2.4948], [-4.1412, 5.5098, -3.0498], [-4.5193, 3.7730, -1.8316], [-2.4699, 4.9952, -1.5159], [-1.9983, 6.1314, -2.0503], [-1.4471, 4.1436, -1.3796], [-3.0349, 5.3329, -0.1194], [-4.1519, 6.0497, -0.2708], [-3.3416, 4.1842, 0.5031], [-2.0362, 6.1510, 0.7900], [-2.0271, 5.6229, 2.0025], [-0.8051, 6.1139, 0.3122], [-2.4270, 7.4017, 0.8744], [12.6881, 2.9676, -2.1152], [11.9886, 3.4149, -3.2466], [12.5926, 4.2781, -4.1660], [13.9061, 4.7210, -3.9819], [14.6240, 4.2827, -2.8707], [14.0151, 3.4180, -1.9573], [12.3867, 3.2975, 1.1625], [11.0064, 3.8542, 0.2354], [10.7994, 2.4899, 1.3571], [14.0604, 1.3488, 0.4499], [12.9429, -0.0138, 0.5397], [13.9236, 0.2431, -0.9199], [10.1558, 0.3411, -0.3836], [10.7991, 0.0061, -1.9501], [9.5432, 2.7011, -1.8661], [9.1827, 1.3182, -2.9071], [8.1993, 1.1820, -0.0717], [7.4685, 2.3789, -1.1097], [6.8777, 0.6161, -2.7703], [7.5961, -0.5844, -1.6815], [5.9515, -0.3587, -0.0777], [5.4771, 1.2416, -0.5913], [5.0461, -0.7173, -2.7171], [4.2516, -1.2389, -1.2370], [3.5361, 1.4429, -1.4055], [3.6166, 0.9864, -3.0811], [2.2166, -1.0966, -1.7175], [1.6122, -0.0523, -2.9803], [1.5188, 1.5957, -0.6414], [-0.7176, 0.9959, -0.2241], [10.9729, 3.0959, -3.4183], [12.0379, 4.6236, -5.0270], [14.3754, 5.3954, -4.6813], [15.6381, 4.6021, -2.6878], [14.5883, 3.0883, -1.1005], [-4.1063, -6.4611, 1.9296], [-4.9632, -5.9595, 3.0888], [-6.4528, -5.9001, 2.7437], [-6.8676, -4.7385, 1.8272], [-7.0924, -3.1198, 2.5824], [-8.1761, -3.3503, 4.0152], [-9.4872, -4.1384, 3.8696], [-10.6610, -3.4561, 3.1599], [-10.9792, -2.0497, 3.6569], [-7.9881, -2.0714, 1.4279], [-7.4255, -1.7112, 0.0441], [-6.3187, -0.6598, -0.0209], [-6.5513, 0.5773, 0.8408], [-5.6519, -2.3685, 3.3665], [-4.3848, -1.8662, 2.6517], [-3.7100, -2.8043, 1.6363], [-2.4405, -3.4491, 2.1900], [-4.2233, -5.8470, 1.0340], [-3.0509, -6.4488, 2.1973], [-4.3728, -7.4865, 1.6705], [-4.6006, -4.9833, 3.4196], [-4.8336, -6.6350, 3.9362], [-7.0398, -5.8668, 3.6649], [-6.7295, -6.8298, 2.2440], [-7.8527, -4.9696, 1.4046], [-6.2052, -4.6680, 0.9623], [-8.3551, -2.3646, 4.4516], [-7.5568, -3.8747, 4.7497], [-9.8091, -4.3855, 4.8834], [-9.2888, -5.0953, 3.3799], [-11.5400, -4.0849, 3.3108], [-10.5067, -3.4442, 2.0782], [-11.2827, -2.0641, 4.7047], [-11.7983, -1.6211, 3.0809], [-10.1309, -1.3694, 3.5616], [-8.3240, -1.1809, 1.9635], [-8.8968, -2.6455, 1.2291], [-8.2723, -1.3453, -0.5404], [-7.0851, -2.6203, -0.4588], [-6.2208, -0.3495, -1.0599], [-5.3613, -1.1180, 0.2291], [-7.4250, 1.1370, 0.5015], [-5.6888, 1.2416, 0.7873], [-6.6983, 0.3292, 1.8950], [-5.3544, -3.0707, 4.1514], [-6.0754, -1.5181, 3.9149], [-3.6687, -1.6269, 3.4401], [-4.6061, -0.9066, 2.1840], [-3.4350, -2.2349, 0.7457], [-4.3978, -3.5812, 1.2963], [-1.6771, -2.6946, 2.3653], [-2.0301, -4.1691, 1.4837], [-2.6313, -3.9660, 3.1342]], "lowdin_charge": [-0.16, 0.57, -0.18, -0.25, -0.25, -0.23, -0.22, -0.20, -0.18, -0.16, -0.09, -0.15, 0.10, -0.57, 0.19, 0.11, -0.15, -0.39, 0.16, 0.16, -0.34, 0.16, 0.15, -0.35, 0.18, 0.17, -0.34, 0.17, 0.18, -0.34, 0.17, 0.16, -0.35, 0.18, 0.15, -0.34, 0.18, 0.15, -0.57, 0.19, 0.19, 0.21, -0.24, -0.09, -0.08, -0.09, -0.08, -0.10, 0.03, 0.03, 0.03, 0.02, 0.03, 0.03, 0.07, 0.08, 0.08, 0.10, 0.11, 0.11, 0.11, 0.12, 0.11, 0.10, 0.11, 0.10, 0.10, 0.11, 0.12, 0.12, 0.16, 0.18, 0.08, 0.10, 0.10, 0.10, 0.09, -0.10, -0.25, -0.22, -0.26, 1.02, -0.27, -0.22, -0.26, -0.10, -0.26, -0.21, -0.25, -0.09, -0.25, -0.21, -0.24, -0.10, 0.07, 0.08, 0.08, 0.07, 0.12, 0.10, 0.12, 0.11, 0.09, 0.10, 0.10, 0.12, 0.10, 0.11, 0.09, 0.09, 0.08, 0.05, 0.09, 0.08, 0.12, 0.11, 0.11, 0.07, 0.09, 0.07, 0.06, 0.10, 0.11, 0.12, 0.08, 0.10, 0.07, 0.06, 0.08, 0.07]}

---

Record 2
{"formula": "C43H67AsIrN4O2PSi3", "method": "ωB97M-V with the def2-TZVPD basis set", "homo_ha": [-0.372, -0.373], "e_lumo_ev": [-3.89, -4.03], "charge": 1, "spin_multiplicity": 2, "species": ["Ir", "O", "C", "N", "C", "O", "C", "C", "C", "C", "C", "N", "C", "C", "C", "C", "C", "N", "H", "H", "H", "H", "H", "H", "H", "H", "C", "C", "C", "C", "P", "C", "C", "C", "C", "C", "C", "C", "C", "C", "C", "H", "H", "H", "H", "H", "H", "H", "H", "H", "H", "H", "H", "H", "H", "H", "H", "H", "H", "H", "H", "H", "H", "H", "C", "C", "C", "C", "C", "C", "C", "C", "N", "H", "H", "H", "H", "H", "H", "H", "H", "H", "C", "Si", "C", "C", "As", "Si", "C", "C", "C", "Si", "C", "C", "C", "H", "H", "H", "H", "H", "H", "H", "H", "H", "H", "H", "H", "H", "H", "H", "H", "H", "H", "H", "H", "H", "H", "H", "H", "H", "H", "H"], "coordinates": [[0.4956, 0.7035, 0.8297], [0.7859, -2.2526, 3.7065], [0.7376, -1.6484, 2.6616], [-0.0205, -0.5418, 2.3646], [-0.9692, -0.0603, 3.2263], [-1.2866, -0.4712, 4.3167], [-1.7412, 1.0714, 2.5902], [-2.6970, 1.7602, 3.3120], [-3.4646, 2.7113, 2.6629], [-3.2895, 2.8963, 1.2990], [-2.3080, 2.1749, 0.6473], [-1.5132, 1.3083, 1.2855], [1.4917, -2.1413, 1.4522], [2.3729, -3.1995, 1.5839], [2.9673, -3.7097, 0.4455], [2.6322, -3.1558, -0.7792], [1.7652, -2.0780, -0.8140], [1.2100, -1.5529, 0.2804], [-2.8214, 1.5136, 4.3569], [-4.2129, 3.2758, 3.2027], [-3.9058, 3.5843, 0.7381], [-2.1557, 2.2613, -0.4178], [2.5405, -3.6078, 2.5708], [3.6616, -4.5368, 0.5078], [3.0359, -3.5442, -1.7039], [1.4639, -1.6537, -1.7585], [0.6767, 3.5700, -3.2875], [-0.0531, 3.0139, -2.0520], [-0.8097, 1.7457, -2.4877], [-1.0643, 4.0896, -1.6257], [1.1624, 2.4942, -0.6778], [2.5960, 1.9324, -1.6613], [2.4120, 0.7262, -2.3289], [3.3884, 0.2021, -3.1585], [4.5903, 0.8755, -3.3182], [4.7895, 2.0804, -2.6612], [3.7969, 2.6133, -1.8498], [1.6621, 4.0216, 0.3068], [0.5059, 4.3605, 1.2612], [1.9628, 5.2474, -0.5722], [2.8859, 3.7496, 1.1969], [-0.0731, 3.7447, -4.0634], [1.4128, 2.8808, -3.6935], [1.1659, 4.5221, -3.0844], [-1.6802, 2.0355, -3.0813], [-1.1531, 1.1167, -1.6626], [-0.1886, 1.1187, -3.1244], [-1.8056, 4.1752, -2.4230], [-0.6046, 5.0673, -1.5166], [-1.5990, 3.8762, -0.7011], [1.4761, 0.2033, -2.1976], [3.2134, -0.7313, -3.6790], [5.3645, 0.4671, -3.9535], [5.7208, 2.6171, -2.7836], [3.9829, 3.5623, -1.3749], [-0.3753, 4.7372, 0.7451], [0.8435, 5.1386, 1.9491], [0.2149, 3.4950, 1.8628], [1.0688, 5.6834, -1.0089], [2.6619, 5.0478, -1.3798], [2.4115, 6.0144, 0.0628], [2.6705, 3.0076, 1.9566], [3.1242, 4.6834, 1.7108], [3.7733, 3.4312, 0.6538], [4.6733, -0.2515, 0.3781], [4.4357, -0.1251, 1.8500], [5.4253, -0.4833, 2.7432], [5.2390, -0.3610, 4.1145], [4.0496, 0.1458, 4.6220], [3.0203, 0.5276, 3.7859], [1.7472, 1.0747, 4.3551], [3.1997, 0.3716, 2.3730], [2.2311, 0.7604, 1.5453], [5.6241, 0.2100, 0.1085], [3.8888, 0.2149, -0.2080], [4.7300, -1.3019, 0.0912], [6.3657, -0.8601, 2.3602], [6.0334, -0.6445, 4.7918], [3.9214, 0.2492, 5.6922], [1.9542, 1.6262, 5.2716], [1.0569, 0.2663, 4.6074], [1.2437, 1.7440, 3.6543], [-3.6774, -3.3555, -3.4951], [-2.1041, -2.6254, -2.8008], [-0.7302, -3.8981, -2.8910], [-1.6131, -1.1850, -3.8983], [-2.2133, -1.8494, -0.5844], [-2.2555, -3.8968, 0.6038], [-0.5119, -4.5820, 0.7180], [-2.8954, -3.5344, 2.3232], [-3.3147, -5.2052, -0.2142], [-4.4598, -1.1791, -0.3771], [-4.7257, 0.1787, -1.6491], [-5.7577, -2.5072, -0.5975], [-4.7060, -0.4880, 1.3432], [-3.4851, -3.7245, -4.5058], [-4.4657, -2.6032, -3.5645], [-4.0501, -4.1872, -2.8976], [-0.4406, -4.0460, -3.9346], [-1.0366, -4.8648, -2.4904], [0.1541, -3.5770, -2.3387], [-1.7512, -1.4663, -4.9452], [-0.5612, -0.9229, -3.7594], [-2.2091, -0.2907, -3.7105], [-0.0615, -4.3433, 1.6818], [0.1439, -4.2102, -0.0697], [-0.5516, -5.6705, 0.6318], [-2.5210, -2.5860, 2.7134], [-2.5675, -4.3174, 3.0109], [-3.9866, -3.5086, 2.3455], [-2.8468, -5.5641, -1.1327], [-4.3182, -4.8587, -0.4566], [-3.4071, -6.0613, 0.4595], [-4.2369, -0.0486, -2.5975], [-4.3329, 1.1339, -1.2925], [-5.7914, 0.3106, -1.8488], [-5.6416, -3.0853, -1.5121], [-6.7426, -2.0334, -0.6202], [-5.7485, -3.1980, 0.2478], [-4.1565, 0.4389, 1.5000], [-4.3959, -1.1984, 2.1091], [-5.7681, -0.2765, 1.4955]], "lowdin_charge": [1.19, 0.12, -0.46, -0.04, -0.48, 0.12, -0.20, 0.02, -0.02, -0.03, -0.16, -0.05, -0.24, 0.00, -0.04, -0.05, -0.17, 0.03, 0.13, 0.12, 0.12, 0.07, 0.13, 0.12, 0.12, 0.08, -0.07, -0.62, -0.13, -0.09, 1.04, -0.37, -0.15, -0.06, -0.06, -0.06, -0.08, -0.65, -0.09, -0.07, -0.08, 0.10, 0.08, 0.08, 0.10, 0.02, 0.05, 0.10, 0.07, 0.04, 0.06, 0.11, 0.11, 0.11, 0.08, 0.06, 0.10, 0.05, 0.06, 0.07, 0.10, 0.05, 0.10, 0.07, -0.02, -0.18, -0.03, -0.03, -0.02, -0.18, -0.02, -0.27, -0.02, 0.10, 0.04, 0.08, 0.12, 0.11, 0.12, 0.10, 0.08, 0.06, -0.21, 0.24, -0.21, -0.22, 0.80, 0.27, -0.19, -0.21, -0.21, 0.24, -0.21, -0.21, -0.20, 0.04, 0.03, 0.02, 0.04, 0.03, -0.01, 0.04, 0.01, 0.00, 0.03, 0.00, 0.05, 0.01, 0.04, 0.03, 0.02, 0.01, 0.04, 0.01, 0.01, 0.04, 0.01, 0.04, 0.03, -0.01, 0.02, 0.05]}

---

Short version: energy relative to the best compared isomer or geometry (same formula, charge and spin) = 0.0 0.0 kJ/mol, in the order given.